{"formula": "C2H7OS2", "method": "ωB97M-V/def2-TZVPD", "spin_multiplicity": 1, "energy_ha": -951.99940, "e_lumo_ha": 0.14137, "orbital_gap_ha": 0.2298, "de_lowest_kj_mol": 161.3, "total_charge": -1, "species": ["C", "O", "H", "H", "H", "C", "S", "S", "H", "H", "H", "H"], "coordinates": [[-0.281329, 0.241923, -3.598728], [-0.989073, 0.444127, -4.564066], [-0.601332, 0.579002, -2.603934], [-1.896623, 1.195704, 3.411720], [0.684411, -0.260251, -3.731321], [0.682658, -0.433982, 1.923607], [-0.217359, -0.763711, 0.392533], [1.309346, -1.092191, -0.974493], [0.009354, -0.169201, 2.735523], [1.161134, -1.360315, 2.261579], [1.468251, 0.316179, 1.823734], [-1.329437, 1.302715, 2.923847]], "forces_ev_per_a": [[-0.5, 0.3, -0.9], [0.1, -0.1, 0.2], [0.3, -0.2, 0.2], [0.3, 0.1, -0.3], [0.1, 0.0, 0.4], [0.4, -0.7, 0.4], [0.0, 0.3, 0.0], [0.0, 0.0, 0.2], [-0.2, 0.2, -0.1], [0.1, 0.0, -0.2], [-0.1, 0.1, -0.2], [-0.5, 0.0, 0.3]]}

=====

{"formula": "C4H9NO2", "method": "ωB97M-V/def2-TZVPD", "spin_multiplicity": 1, "smiles": "CNC(=O)CCO", "energy_ha": -363.04032, "e_lumo_ha": 0.02536, "orbital_gap_ha": 0.3804, "de_lowest_kj_mol": 118.7, "total_charge": 0, "species": ["C", "N", "C", "O", "C", "C", "O", "H", "H", "H", "H", "H", "H", "H", "H", "H"], "coordinates": [[-1.997320, -0.468909, 2.053412], [-1.172032, 0.203819, 1.049911], [-0.176206, -0.523350, 0.441687], [-0.244006, -1.730743, 0.340066], [1.007452, 0.258883, -0.074264], [0.743624, 0.845942, -1.509748], [1.964878, 0.987299, -2.205976], [-1.380661, -1.162038, 2.621240], [-2.430241, 0.262544, 2.721071], [-2.766212, -1.077946, 1.576735], [-1.247299, 1.201976, 0.935009], [1.858813, -0.417354, -0.137500], [1.264129, 1.140453, 0.516760], [0.271324, 1.818760, -1.381380], [0.084383, 0.148374, -2.015359], [2.149623, 1.924207, -2.293203]], "forces_ev_per_a": [[0.0, -0.2, -0.7], [0.1, -0.4, 0.4], [-0.2, 0.7, 0.1], [0.1, -0.1, 0.3], [0.0, 0.8, -1.2], [0.2, -0.6, 1.2], [0.0, 0.1, -0.2], [0.1, 0.1, 0.1], [-0.2, 0.1, 0.1], [-0.2, 0.1, 0.1], [0.3, -0.2, 0.2], [-0.1, 0.0, 0.0], [0.0, -0.4, 0.5], [-0.3, 0.0, -0.2], [-0.1, 0.1, -0.5], [0.1, 0.0, -0.1]]}

=====

{"formula": "C28H47Cl3LaN2O3PSi", "method": "ωB97M-V/def2-TZVPD", "spin_multiplicity": 1, "energy_ha": -3473.27071, "e_lumo_ha": [-0.00999, -0.01038], "orbital_gap_ha": [0.1339, 0.1055], "de_lowest_kj_mol": 654.7, "total_charge": 0, "species": ["C", "C", "H", "H", "H", "C", "C", "H", "H", "H", "H", "La", "Cl", "Cl", "C", "O", "N", "C", "C", "H", "H", "H", "H", "H", "H", "H", "H", "H", "C", "C", "N", "H", "C", "O", "H", "H", "H", "H", "O", "C", "C", "C", "H", "C", "H", "C", "H", "C", "C", "H", "H", "H", "Si", "Cl", "C", "C", "C", "H", "H", "H", "H", "H", "H", "H", "H", "H", "C", "P", "C", "C", "C", "C", "C", "C", "C", "H", "H", "H", "H", "H", "H", "H", "H", "H", "H", "H"], "coordinates": [[1.991101, -1.277472, -5.621964], [1.461597, -0.118148, -4.822491], [2.331439, -0.873643, -6.580497], [1.234421, -2.047295, -5.866941], [2.855227, -1.742868, -5.155083], [0.744302, 0.847764, -5.419488], [0.188150, 0.745197, -6.814808], [0.773500, 1.874211, -5.028415], [-0.457405, -0.147665, -6.896048], [0.947008, 0.696051, -7.620731], [-0.432066, 1.616974, -7.049529], [-1.762834, -0.501093, 1.569009], [1.014641, -0.846552, 2.394566], [-2.141749, -2.803605, 2.790878], [0.178785, 2.229876, 1.651620], [-0.930801, 1.595826, 1.805979], [0.178162, 3.536297, 1.576075], [-1.075456, 4.306081, 1.452610], [1.428451, 4.286561, 1.612592], [1.127316, 1.663539, 1.565635], [-1.980695, 3.680144, 1.432476], [-1.028416, 4.929533, 0.550769], [-1.133823, 5.021784, 2.277607], [2.281422, 3.600313, 1.525958], [1.474555, 4.847312, 2.554578], [1.448223, 5.004431, 0.790017], [-1.286823, -1.022668, -2.870350], [-2.423033, 1.732924, -4.153415], [-2.385627, -0.903636, -2.842011], [-3.230500, 1.370423, -3.511091], [-2.751362, 0.473395, -2.458761], [-2.804275, -1.609691, -2.113341], [-2.892006, 0.889391, -1.193817], [-3.181208, 0.148961, -0.181791], [-3.721229, 2.230652, -3.048487], [-2.740893, 1.971083, -1.048922], [-2.782828, -1.091812, -3.851745], [-3.934934, 0.844841, -4.161461], [1.591549, -1.075917, -2.371317], [1.897372, -0.059890, -3.252976], [0.206930, 1.703732, -2.665220], [1.532061, 1.301110, -2.605470], [-0.521970, 1.030870, -3.117601], [-0.148310, 2.992836, -2.283041], [3.005586, -0.068300, -3.411431], [2.540154, 2.147723, -2.145837], [-1.177386, 3.321077, -2.378536], [0.854622, 3.860579, -1.837643], [2.198764, 3.437427, -1.763411], [3.579957, 1.786967, -2.182724], [0.604140, 4.904103, -1.675277], [2.989838, 4.102816, -1.429777], [0.652515, -3.805201, -0.839328], [-0.564160, -1.421511, -0.375778], [-0.727528, -4.949103, -0.319276], [1.756462, -3.833385, 0.710432], [1.352722, -4.202863, -2.492957], [-1.616158, -4.434585, 0.030556], [-0.412990, -5.620494, 0.483319], [-1.023711, -5.603371, -1.134766], [0.557353, -4.210175, -3.259620], [1.793947, -5.230761, -2.474662], [2.122813, -3.471632, -2.805045], [2.527750, -3.064877, 0.690401], [2.215057, -4.835897, 0.719985], [1.144497, -3.736792, 1.616426], [2.077558, 0.375255, 5.031324], [0.903107, -0.895488, 4.597015], [1.439822, -2.586568, 4.797097], [-0.622054, -0.676031, 5.487982], [-1.699081, 0.141848, 5.102730], [-2.895564, 0.061450, 5.820350], [-2.960533, -0.561791, 7.065718], [-1.824555, -1.205933, 7.562541], [-0.669722, -1.280292, 6.779056], [2.926713, 0.391378, 4.328502], [2.435096, 0.136035, 6.046108], [1.598767, 1.371269, 5.044844], [1.891890, -2.647121, 5.795780], [0.574771, -3.266717, 4.723852], [2.180560, -2.855796, 4.028653], [-1.557196, 0.870284, 4.298835], [-3.800243, 0.509409, 5.420060], [-3.875885, -0.543967, 7.668564], [-1.841500, -1.661527, 8.551019], [0.205826, -1.797561, 7.181372]], "forces_ev_per_a": [[-0.6, -0.1, -0.3], [-0.5, 0.2, 1.8], [0.0, -0.2, -0.1], [0.3, 0.2, 0.3], [-0.1, -0.1, 0.3], [0.9, 0.4, -0.4], [-0.1, -0.2, -0.4], [-0.6, -0.7, 0.4], [0.3, 0.3, -0.2], [-0.2, -0.1, 0.4], [0.0, -0.1, 0.1], [-0.8, -0.9, 3.4], [0.9, 0.3, -5.1], [-0.3, -0.5, 0.1], [-1.7, -0.8, 0.2], [2.1, 2.1, -0.4], [-0.1, 0.1, -0.3], [0.2, 0.4, 0.2], [0.0, 0.2, 0.0], [-0.4, 0.4, 0.2], [0.7, 0.1, 0.1], [0.1, -0.4, 0.0], [-0.1, -0.2, 0.1], [-0.3, 0.2, 0.0], [0.1, -0.2, -0.1], [0.1, -0.2, 0.0], [-0.4, 0.2, 0.0], [0.1, -0.1, 0.1], [-0.2, -0.2, -0.1], [0.6, 0.5, -0.2], [-0.4, 0.0, 0.8], [0.1, 0.2, -0.3], [-0.7, -1.4, 0.6], [0.5, 1.6, -2.5], [0.0, -0.1, -0.2], [-0.5, -0.2, -0.1], [0.0, 0.0, 0.5], [-0.1, 0.0, 0.3], [-0.7, 0.1, -1.5], [1.1, -0.2, 0.1], [-0.2, 0.3, 0.3], [0.6, -1.2, -1.5], [0.4, 0.2, 0.3], [0.6, -0.2, 0.2], [0.1, 0.4, 0.2], [-0.3, -0.2, -0.1], [0.0, 0.2, 0.0], [0.4, 0.0, -0.2], [-0.5, 0.1, 0.1], [-0.6, 0.3, 0.1], [0.1, 0.0, 0.2], [-0.2, 0.2, -0.1], [0.4, -0.1, 2.0], [2.0, -2.5, -2.8], [-0.4, 0.0, -0.6], [-0.2, 0.4, -0.8], [0.3, 0.2, -0.8], [-0.1, 0.1, 0.1], [0.3, 0.3, 0.1], [-0.1, 0.0, -0.3], [0.3, 0.1, 0.3], [-0.4, 0.6, 0.3], [-0.5, -0.2, 0.2], [0.0, -0.1, 0.1], [0.0, 0.2, -0.1], [0.0, 0.1, -0.3], [0.7, 0.0, 0.4], [-3.6, 0.5, 2.9], [0.8, -0.2, 1.0], [2.6, -0.1, 1.4], [-0.6, 0.1, -0.4], [0.0, 0.3, 0.3], [-0.8, 0.1, -0.2], [1.3, -0.5, -0.5], [-1.5, -0.6, 0.7], [-0.2, 0.0, 0.2], [0.2, 0.4, -0.2], [0.0, -0.6, 0.0], [0.1, -0.7, -0.1], [0.3, 0.5, 0.0], [-0.2, 0.2, 0.3], [-0.3, -0.1, -0.1], [0.1, 0.3, 0.1], [0.3, 0.0, -0.4], [0.1, 0.1, -0.1], [-0.3, 0.2, -0.1]]}

=====

{"formula": "C6H12O", "method": "ωB97M-V/def2-TZVPD", "spin_multiplicity": 1, "smiles": "C=CCC.CC=O", "energy_ha": -310.97347, "e_lumo_ha": 0.04017, "orbital_gap_ha": 0.3667, "de_lowest_kj_mol": 225.3, "total_charge": 0, "species": ["C", "C", "C", "C", "H", "H", "H", "H", "H", "H", "H", "H", "C", "C", "O", "H", "H", "H", "H"], "coordinates": [[0.607526, -1.755277, -1.408591], [0.917138, -0.594087, -0.847531], [0.108945, 0.649399, -1.075709], [0.311537, 1.935306, -0.263390], [1.245095, -2.623183, -1.313284], [-0.331291, -1.887228, -1.948319], [1.875234, -0.422633, -0.361562], [-0.937124, 0.476681, -1.355371], [0.647936, 0.769619, -2.018651], [0.352920, 2.765146, -0.975242], [-0.475347, 2.190185, 0.459089], [1.260808, 1.918011, 0.282723], [-0.391240, -0.305133, 2.020903], [-1.308912, -0.684272, 0.885194], [-1.306635, -1.777948, 0.376498], [0.646746, -0.586213, 1.811789], [-0.444592, 0.755054, 2.281187], [-0.724079, -0.897799, 2.878227], [-2.054665, 0.074371, 0.572040]], "forces_ev_per_a": [[0.3, 0.1, 0.1], [0.1, -0.5, 0.2], [0.6, 0.2, -1.0], [0.1, 0.0, 0.0], [0.1, 0.0, -0.1], [0.2, 0.0, 0.2], [0.0, -0.2, 0.1], [0.3, -0.2, 0.2], [-0.6, 1.2, -0.5], [0.0, 0.0, 0.2], [0.1, -0.4, -0.2], [-0.1, 0.0, -0.1], [0.0, 0.0, 0.1], [-0.4, -0.5, 0.3], [-0.5, 0.4, 0.5], [-0.2, 0.0, -0.1], [0.0, -0.2, -0.1], [0.1, 0.1, 0.0], [0.1, 0.0, 0.0]]}